(1)
The following is a quantum chemistry calculation of an isolated molecule of HN2O7P, from the OMol25 dataset.

The calculation puts the LUMO energy at -0.251 eV. As for the HOMO energy: -0.39949 hartree. Its spin multiplicity is 1. Its gap between HOMO and LUMO is 10.62 eV. The value obtained for the relative energy (zero: lowest compared OMol25 entry of this formula, charge and spin) is 16.8 kcal per mole.

Each line ends with the natural charge from an NBO analysis.
Element x y z (Å)
O -0.4902 -0.3213 -0.1681  -0.94
O 3.5989 1.7403 -0.5906  -0.27
H -1.0809 0.0049 0.3918  0.48
N 2.7215 -1.9591 0.0262  0.74
P 0.9509 -0.1579 0.5449  1.55
O 1.5366 -1.5085 -0.4436  -0.57
O 1.5052 1.0064 -0.3731  -0.78
N 2.5492 2.0644 -0.1782  0.78
O 3.0486 -3.0529 -0.2378  -0.33
O 3.3482 -1.2018 0.6917  -0.41
O 2.0903 2.9968 0.2793  -0.25

=====

(2)
The following is a quantum chemistry calculation of an isolated molecule of C4H8O2, from the OMol25 dataset.

The calculation puts the LUMO energy at 0.361 eV. As for the HOMO energy: -0.31251 hartree. Its spin multiplicity is 1. Its gap between HOMO and LUMO is 8.87 eV. The value obtained for the relative energy (zero: lowest compared OMol25 entry of this formula, charge and spin) is 86.4 kcal per mole.

Each line ends with the natural charge from an NBO analysis.
Element x y z (Å)
O -0.9159 -0.4951 1.8140  -0.77
H -1.7871 -0.0736 1.8923  0.50
H -1.6365 -1.0466 -0.2134  0.21
O 2.5813 0.4290 -0.5527  -0.59
H -0.1416 0.2570 1.3165  0.47
H 1.9269 -1.1903 0.4765  0.09
H -0.1724 0.7856 -2.1584  0.21
C 0.2638 0.0463 -0.1472  -0.48
C 1.6850 -0.2621 -0.0991  0.40
H -0.2469 -2.0133 0.4517  0.22
H -1.2020 1.4763 -0.8865  0.19
H 0.4888 1.9792 -1.0421  0.24
C -0.1883 1.1239 -1.1138  -0.61
C -0.6550 -1.0162 0.2621  -0.07

=====

(3)
The following is a quantum chemistry calculation of an isolated molecule of C4H5IO, from the OMol25 dataset.

The calculation puts the LUMO energy at -0.289 eV. As for the HOMO energy: -0.33562 hartree. Its spin multiplicity is 1. Its gap between HOMO and LUMO is 8.84 eV. The value obtained for the relative energy (zero: lowest compared OMol25 entry of this formula, charge and spin) is 31.1 kcal per mole.

Each line ends with the natural charge from an NBO analysis.
Element x y z (Å)
C 0.2653 -0.4857 1.7761  -0.66
H 0.0558 0.0364 -2.6495  0.20
C -0.3218 0.5637 -0.6118  -0.34
C -0.3152 0.6978 -1.9684  -0.23
I -1.7144 -1.1496 2.0825  0.12
O 1.3192 -1.1779 -0.3196  -0.53
H -0.7307 1.1850 0.1111  0.22
H 1.1013 -1.2245 1.9591  0.25
H -0.6198 1.4928 -2.5930  0.20
H 0.4800 0.4771 2.1488  0.21
C 0.4805 -0.4151 0.0646  0.56

=====

(4)
The following is a quantum chemistry calculation of C60H59ClN7O5S2Ti as an isolated structure, from the OMol25 dataset.

The calculation puts the LUMO energy (alpha / beta) at 2.255 / 2.071 eV. As for the HOMO energy (alpha / beta): -0.09277 / -0.17396 hartree. Its spin multiplicity is 3. Its gap between HOMO and LUMO (alpha / beta) is 4.78 / 6.80 eV. The value obtained for the relative energy (zero: lowest compared OMol25 entry of this formula, charge and spin) is 55.7 kcal per mole. As for the total charge: -1.

Each line ends with the Mulliken charge.
Element x y z (Å)
C 2.5456 -3.6696 -1.2657  1.76
N 1.9817 -1.6738 -0.0942  0.50
C -1.3155 0.0928 2.6655  0.31
C -4.2142 0.6867 -3.5696  -1.33
C 0.5839 3.0964 3.1341  1.02
H 5.7984 -3.6256 -1.0746  0.27
C -2.3135 4.2721 -2.8419  0.48
H 4.7208 2.5022 2.7094  0.38
N -2.4653 3.5585 0.1354  0.09
H -5.1478 -2.8174 -2.2652  0.54
C -1.9937 5.0654 -3.9325  -0.96
H -1.0517 -4.6399 0.8255  0.22
H 0.4375 4.3474 6.2824  0.40
C -1.8862 0.4308 3.8861  -0.78
C -0.5584 5.0736 0.2054  -0.83
C -3.6120 3.8004 -0.7371  -1.39
C 1.1666 -1.3623 -4.2338  -0.02
H -4.4069 4.2568 -0.1415  0.45
H 6.1406 -0.6129 4.4587  0.45
H 2.9693 -1.4946 -0.1784  0.53
C 4.0433 1.6740 2.5039  -0.58
C 0.8851 -5.1296 -2.1747  -1.66
H 3.0241 2.0584 2.4735  0.05
H 2.6255 2.2322 -4.1649  0.45
H -0.2263 -1.7447 5.8643  0.49
H 2.9952 -5.5506 -2.2027  0.49
C -3.5486 -1.4810 -2.6728  0.46
H 2.9452 -4.1767 -6.1248  0.41
H 1.9794 0.0084 2.5685  0.45
Cl -6.7832 1.4638 -3.8986  -0.30
C 1.2203 -3.5267 -4.9783  -0.43
C 3.0610 -2.1248 -5.5381  -0.78
C -1.6266 -4.1355 1.6041  -1.48
H 4.2897 1.2373 1.5379  0.23
H -1.7929 3.3320 -2.6793  0.57
N 0.1824 -1.1985 1.2920  1.15
H 0.4480 1.7512 -3.1070  0.51
C 0.2094 -2.9942 -1.2186  2.54
C -5.8989 -0.9330 -2.9733  -1.03
C 1.2693 -3.3553 4.7222  -1.27
C 2.2254 -4.8509 -1.9064  -0.28
H -2.5825 5.5396 0.7549  0.47
C -1.6138 2.4719 -0.1189  -0.04
N 0.5959 -2.5913 -4.3206  -0.21
C -3.6653 6.6547 -3.2658  -0.58
H 3.0822 -3.2593 1.6488  0.62
H 2.1457 3.1750 0.7929  0.45
H 1.6306 6.2059 5.1650  0.36
H -3.9518 1.6735 -3.9338  0.50
H -1.1070 -4.3934 -2.1837  0.26
H 3.9029 0.4405 -5.2746  0.37
H -4.1318 -3.4883 2.6194  0.44
C -1.8268 0.1676 -3.3814  -0.91
H 4.0182 -1.9333 -6.0119  0.40
H 0.3766 -3.8178 5.1516  0.38
H -4.0925 -4.9472 0.6636  0.53
H 2.0912 4.9369 0.6802  0.47
H -1.9235 0.0239 5.9989  0.40
H 6.6006 -3.0353 4.0796  0.39
H -1.2171 4.7469 -4.6178  0.49
O 0.9486 -2.5692 3.5919  0.20
N 0.3385 3.9283 0.1921  0.17
O -2.5873 -2.3596 -2.3010  -0.38
H -4.2041 7.5799 -3.4323  0.37
C 4.4008 -0.5901 3.2507  0.73
C 5.7450 -2.5615 3.6156  -0.62
H -0.9436 -3.5088 2.1753  0.28
Ti -1.3321 -1.5893 -1.1604  0.04
S 0.8781 1.3640 -0.2881  0.30
C -0.1928 2.6467 -0.0483  -0.36
C -5.5309 0.3196 -3.4463  0.24
H 0.2898 2.2184 2.5645  0.21
H 1.7779 -2.7640 5.4887  0.35
C -3.5866 -4.1848 0.0675  -1.75
C 3.7808 -2.6707 2.2296  -0.41
C 1.2585 4.1388 2.4938  0.63
C -3.1809 -0.2011 -3.1942  1.02
C 1.4404 -1.2398 1.0882  -2.04
H -0.2382 2.3501 4.9606  0.38
C 1.5336 -2.7782 -0.8592  -1.77
N 2.3860 -0.6678 1.9378  0.71
C 1.5390 4.0521 1.0093  -1.83
O 3.8238 -3.2772 -0.9667  -0.23
C 2.4103 -1.0730 -4.8580  1.55
H -1.7390 4.4514 1.8692  0.49
C -3.9778 5.8576 -2.1685  -0.58
C -3.3043 4.6653 -1.9400  0.66
C 1.3362 5.3301 4.5984  -0.75
H 4.8795 -4.2439 -2.4680  0.38
C 3.5186 -1.3173 2.4434  0.08
C 0.6653 4.2903 5.2246  -0.71
H -6.9415 -1.2049 -2.8848  0.43
C 0.4575 -0.3129 -3.5525  -0.86
N -0.7735 -0.5708 -2.9225  0.90
H 1.9461 -4.1278 4.3659  0.25
C -3.6240 -2.6957 2.0659  -1.45
H -1.6279 1.0245 -4.0189  0.47
C -0.5233 -1.2262 4.9634  -0.47
H -1.6399 0.5743 1.7513  -0.61
O 4.1922 0.7255 3.5729  -0.58
C 0.0458 -1.5616 3.7402  -0.28
C -0.0872 -4.2017 -1.8715  -1.00
C -1.4856 -0.2223 5.0386  -1.02
H -3.9689 2.8277 -1.0699  0.33
H 0.7162 -4.4896 -5.0328  0.48
H -2.6520 1.1975 3.9232  0.35
H -3.0282 -2.1027 2.7619  0.12
C 2.4756 -3.3523 -5.6019  -0.82
C 5.4915 -1.2159 3.8351  -0.51
C -1.8879 4.7001 0.8137  -0.94
C 4.8840 -3.2855 2.7997  -1.28
C -2.6665 6.2654 -4.1452  -0.58
H -4.3733 -2.0429 1.6114  0.30
S -2.4257 1.0083 -0.4501  -0.35
H -2.0628 -4.8840 2.2700  0.54
C -2.7405 -3.2998 0.9812  1.96
C 1.6260 5.2528 3.2388  -0.49
H -2.9619 -4.6704 -0.6833  0.26
H -0.0938 5.8829 0.7718  0.50
C 4.8782 -4.1161 -1.3823  -1.19
H 0.6262 -6.0575 -2.6725  0.39
H -2.4127 6.8890 -4.9939  0.38
O -2.1665 -2.2422 0.2279  0.34
H -4.7619 6.1660 -1.4844  0.39
C 0.9842 0.9526 -3.6004  0.30
C -0.3281 -0.8786 2.5615  0.17
C 2.9410 0.2379 -4.8156  -1.08
H -0.7205 5.4260 -0.8166  0.43
C 0.2892 3.1706 4.4873  -0.81
H 5.0529 -4.3411 2.6214  0.47
C 2.2289 1.2251 -4.2071  -1.11
H 2.1505 6.0692 2.7514  0.40
H -4.3312 -3.5820 -0.4508  0.17
H 4.8181 -5.0984 -0.9054  0.38
C -4.8894 -1.8218 -2.6037  -0.54